[1]
DFT (ωB97M-V/def2-TZVPD) results for a molecular structure, C25H21N4O4S7Tl.

Structure (XYZ):
```
62
Properties=species:S:1:pos:R:3:forces:R:3
Tl -0.324 0.857 2.054 0.467 0.206 0.209
S -0.391 4.115 8.788 0.006 -0.030 -0.055
S 2.847 -0.605 -1.811 -0.091 -0.049 -0.028
S 3.227 0.880 0.693 0.006 -0.075 0.148
S -1.710 2.782 6.471 -0.057 -0.034 -0.035
S -1.972 1.464 3.833 -0.231 -0.037 0.005
S 1.092 3.191 6.364 0.077 0.003 -0.002
S 1.497 1.960 3.678 0.057 0.068 0.108
O 1.730 -4.885 -1.476 0.027 0.020 -0.008
O -2.418 0.042 1.134 -0.028 -0.054 -0.076
O 1.519 3.242 -4.544 -0.015 -0.046 -0.011
O -2.487 -1.752 -2.656 0.013 -0.013 -0.005
N 1.035 -1.000 1.756 -0.018 0.030 -0.111
N -1.234 -0.683 -0.728 0.038 0.050 0.115
N 0.519 2.047 0.244 -0.164 -0.137 -0.043
N -0.094 -0.174 -0.101 -0.199 -0.169 -0.247
C -3.583 -1.023 -0.639 0.016 0.006 0.008
C 1.777 -4.807 -0.060 0.010 -0.010 0.026
C 1.496 -2.036 2.451 0.005 0.035 0.073
C 1.102 -2.412 -0.246 -0.067 0.003 0.027
C -4.806 -2.059 -2.454 0.018 0.008 0.007
C 4.028 0.754 -1.867 0.025 0.011 0.030
C 0.438 1.311 -2.090 -0.033 0.028 0.013
C 0.481 3.304 -0.196 0.079 0.017 0.075
C 0.508 3.667 -1.517 0.038 -0.083 -0.052
C 2.001 0.057 -0.363 -0.043 0.072 0.083
C 0.696 0.946 -0.675 0.079 -0.126 -0.075
C -0.926 2.208 5.015 -0.028 0.016 0.042
C 1.572 -3.427 0.507 0.066 -0.013 0.091
C -5.981 -1.939 -1.735 -0.011 0.006 0.017
C -2.328 -0.504 0.001 -0.103 -0.025 -0.045
C -5.978 -1.366 -0.467 0.020 -0.010 -0.031
C 1.872 -3.233 1.897 0.006 0.022 -0.111
C 4.615 0.825 -0.469 0.022 0.013 -0.066
C -3.594 -1.608 -1.920 -0.020 -0.007 0.021
C -4.780 -0.915 0.062 0.002 0.015 0.004
C 0.412 2.400 4.957 0.004 -0.037 -0.077
C 1.043 -1.036 0.312 0.037 0.098 -0.130
C 0.256 2.919 -3.938 0.005 0.022 -0.012
C -0.336 3.396 7.282 0.005 0.057 0.081
C 0.403 2.604 -2.477 0.020 0.064 0.045
H 4.775 0.526 -2.630 0.011 0.001 0.017
H -4.790 -2.504 -3.441 -0.002 -0.002 -0.002
H 1.010 -5.488 0.318 -0.020 0.009 -0.022
H 0.266 0.513 -2.801 -0.023 0.003 0.010
H -0.375 3.795 -4.095 -0.001 0.001 0.014
H 2.104 -4.058 -1.805 -0.015 0.004 -0.004
H 2.255 -4.037 2.511 0.004 -0.009 -0.004
H -0.197 2.066 -4.454 -0.002 0.008 -0.010
H 3.515 1.686 -2.119 -0.001 0.015 -0.005
H 5.235 -0.053 -0.282 0.020 0.018 0.006
H -1.735 -1.382 -2.079 0.009 0.027 -0.011
H -6.908 -2.298 -2.168 -0.002 -0.001 -0.001
H 5.207 1.729 -0.312 -0.009 0.012 -0.027
H 2.746 -5.177 0.304 -0.015 -0.015 0.021
H 0.731 -2.564 -1.253 0.014 -0.018 -0.006
H 1.532 -1.885 3.527 -0.002 0.007 0.002
H -4.734 -0.457 1.042 0.002 -0.001 0.006
H 0.491 4.705 -1.817 -0.010 0.004 -0.010
H -6.897 -1.271 0.098 -0.004 0.001 0.001
H 2.140 2.591 -4.198 0.018 0.025 0.005
H 0.405 4.057 0.584 -0.012 -0.006 0.008
```
Forces are in eV/Å.

Computed properties:
- Frontier orbital gap: 0.2148 Eh
- Net charge: -2
- Energy relative to the best compared isomer or geometry (same formula, charge and spin): 139.8 kJ/mol
- Spin multiplicity: 1

---

[2]
DFT (ωB97M-V/def2-TZVPD) results for a molecular structure, C25H21N4O4SbV.

Structure (XYZ):
```
56
Properties=species:S:1:pos:R:3:forces:R:3
Sb -0.325 -0.025 3.456 -0.098 0.006 0.089
V -0.200 -0.016 -0.337 0.155 -0.031 0.501
O 0.284 1.983 -0.751 0.206 -0.221 -0.057
O 0.897 -3.437 -2.456 -0.058 0.015 -0.004
O 0.754 3.513 -2.333 -0.054 -0.034 -0.003
O 0.364 -1.985 -0.822 0.173 0.238 0.002
N 1.812 -0.008 1.233 -0.342 -0.006 0.168
N -1.510 -1.490 1.032 0.231 0.061 -0.204
N 0.519 0.031 -2.346 -0.407 0.007 0.311
N -1.580 1.420 1.073 0.258 -0.035 -0.221
C 2.668 -0.037 3.466 0.062 0.002 0.037
C -2.531 3.605 1.094 -0.008 -0.065 -0.002
C 1.294 1.285 -4.185 -0.026 -0.039 0.083
C -2.544 -2.299 -1.028 -0.048 0.009 -0.077
C 0.588 2.370 -1.940 -0.052 0.095 -0.081
C 1.619 -0.023 2.559 0.198 -0.001 0.000
C 3.973 -0.036 2.993 -0.056 0.000 0.029
C 3.067 -0.005 0.775 0.078 0.005 -0.132
C 0.683 -2.317 -2.022 -0.046 -0.047 -0.087
C -2.184 -2.464 0.415 -0.053 -0.077 0.000
C -2.561 -3.629 1.085 0.006 0.060 -0.001
C 0.781 1.206 -2.901 0.056 0.069 -0.160
C 1.553 0.096 -4.858 0.009 -0.002 -0.021
C 3.267 0.014 -0.706 0.074 0.001 -0.074
C -1.562 -2.753 3.056 -0.054 -0.086 0.036
C -2.231 -3.787 2.412 0.019 0.044 -0.014
C -2.665 2.193 -0.968 -0.041 -0.018 -0.070
C -1.473 2.754 3.048 -0.049 0.090 0.045
C -2.129 3.792 2.398 -0.001 -0.022 -0.035
C -2.238 2.402 0.451 -0.039 0.058 0.030
C -1.217 1.585 2.354 -0.067 -0.042 -0.059
C -1.220 -1.622 2.337 -0.073 0.025 -0.053
C 4.170 -0.019 1.631 -0.064 0.001 -0.028
C 1.342 -1.125 -4.227 -0.026 0.041 0.086
C 0.827 -1.112 -2.941 0.069 -0.079 -0.192
H 1.956 0.122 -5.863 0.000 -0.002 -0.001
H 1.501 2.256 -4.613 -0.001 0.012 0.000
H 5.165 -0.016 1.209 0.006 0.000 -0.005
H -2.500 -4.689 2.946 0.000 -0.006 0.010
H -2.350 1.212 -1.327 -0.007 0.009 0.008
H -3.614 -2.466 -1.173 0.010 -0.027 0.013
H -3.057 4.380 0.553 -0.001 0.005 -0.003
H -2.331 4.724 2.908 0.002 0.004 0.014
H 4.811 -0.046 3.677 0.005 -0.001 0.003
H -2.224 2.954 -1.614 0.022 0.000 0.007
H -1.998 -3.022 -1.635 0.005 0.003 0.001
H 2.819 -0.871 -1.156 -0.002 0.002 0.024
H 2.467 -0.048 4.530 -0.001 -0.001 0.000
H 1.587 -2.071 -4.689 -0.001 -0.014 0.001
H -1.172 2.859 4.083 0.015 -0.037 -0.004
H -3.751 2.258 -1.055 0.003 0.028 0.020
H -2.300 -1.298 -1.386 0.011 -0.008 0.029
H -1.317 -2.827 4.108 0.010 0.016 -0.002
H -3.099 -4.398 0.547 0.000 -0.002 -0.004
H 4.326 0.033 -0.959 -0.005 0.001 0.022
H 2.791 0.895 -1.137 -0.001 -0.003 0.022
```
Forces are in eV/Å.

Computed properties:
- Frontier orbital gap (spin up / spin down): 0.2497 / 0.3395 Eh
- <S²>: 3.7593
- Energy relative to the best compared isomer or geometry (same formula, charge and spin): 41.3 kJ/mol
- Spin multiplicity: 4

---

[3]
DFT (ωB97M-V/def2-TZVPD) results for a molecular structure, C25H21N5O3STa in a non-equilibrium geometry.

Structure (XYZ):
```
56
Properties=species:S:1:pos:R:3:forces:R:3
Ta 0.467 0.227 -0.132 0.964 0.845 -0.149
S 0.245 -0.408 2.421 -0.409 -0.164 -0.466
O 2.098 0.059 -1.595 -0.376 0.349 0.522
O 1.120 2.372 -0.636 -0.165 -1.056 0.005
O -0.314 2.016 0.967 0.233 -0.427 -0.126
N -1.400 0.988 -1.341 0.771 -0.399 0.551
N -0.828 -2.589 0.117 -0.589 -0.022 -0.014
N -1.071 -1.376 -0.234 0.456 -0.318 0.135
N 1.406 -1.897 0.136 -0.651 0.327 0.025
N 2.221 0.653 1.191 -0.383 -0.077 0.119
C 0.850 -4.160 0.712 -0.117 0.105 -0.040
C 1.063 -0.363 -2.104 -0.428 -0.257 -0.479
C 0.483 -2.865 0.329 0.667 0.001 0.060
C -4.820 -0.308 -1.524 0.183 0.163 -0.048
C 3.440 1.185 1.003 0.140 0.120 -0.185
C -2.477 0.212 -1.217 0.185 -0.004 0.152
C 2.605 0.568 3.545 0.025 0.031 -0.024
C 4.290 1.422 2.053 -0.075 -0.019 -0.044
C -4.655 -1.568 -0.885 0.005 -0.169 0.092
C 1.801 0.328 2.427 0.101 -0.071 -0.003
C -2.331 -1.059 -0.577 -0.372 0.363 -0.124
C 3.132 -3.453 0.664 -0.068 -0.063 0.020
C -1.360 3.368 -2.034 -0.106 -0.165 0.046
C 0.456 2.790 0.346 -0.068 0.732 0.136
C -3.436 -1.938 -0.422 -0.026 -0.109 0.045
C -1.614 2.581 -4.682 -0.012 -0.007 -0.041
C -1.451 2.013 -2.333 -0.008 0.178 -0.330
C 2.180 -4.450 0.891 0.021 0.063 -0.003
C -1.347 4.311 -3.051 -0.023 0.083 -0.009
C 3.852 1.119 3.348 -0.068 -0.031 -0.022
C -1.615 1.636 -3.671 0.096 -0.001 0.189
C -3.780 0.552 -1.692 -0.169 0.034 -0.086
C 0.911 -0.762 -3.517 0.138 -0.060 0.100
C 2.701 -2.202 0.292 0.218 0.125 -0.067
C -1.453 3.925 -4.377 -0.017 -0.026 -0.018
H -1.272 5.362 -2.801 0.004 -0.011 0.013
H 0.560 3.830 0.680 -0.056 -0.041 -0.090
H 0.147 -0.121 -3.959 0.043 -0.046 0.018
H 2.489 -5.439 1.202 -0.013 -0.009 -0.016
H 0.545 -1.790 -3.566 -0.051 0.007 0.021
H 2.230 0.319 4.527 0.040 0.000 0.015
H -5.803 -0.022 -1.876 -0.007 0.019 0.026
H 5.266 1.845 1.868 0.002 0.009 0.025
H 1.847 -0.659 -4.063 0.021 -0.033 0.022
H -1.357 3.694 -1.006 0.047 0.005 0.089
H 3.407 -1.402 0.110 -0.023 -0.016 -0.010
H 3.705 1.414 -0.022 -0.022 0.031 0.019
H 4.187 -3.650 0.781 0.009 0.041 -0.010
H 4.495 1.318 4.196 0.001 -0.017 0.004
H -3.927 1.518 -2.151 -0.020 -0.015 -0.039
H 0.063 -4.885 0.862 0.024 -0.025 -0.001
H -1.434 4.665 -5.166 -0.018 0.006 0.011
H -1.764 0.588 -3.905 -0.047 0.025 -0.007
H -1.745 2.265 -5.709 0.017 0.011 0.002
H -5.512 -2.215 -0.755 0.022 -0.015 -0.002
H -3.270 -2.881 0.078 -0.051 0.000 -0.009
```
Forces are in eV/Å.

Computed properties:
- Frontier orbital gap (spin up / spin down): 0.2119 / 0.2132 Eh
- Net charge: +1
- Energy relative to the best compared isomer or geometry (same formula, charge and spin): 0.0 kJ/mol
- Spin multiplicity: 1

---

[4]
DFT (ωB97M-V/def2-TZVPD) results for a molecular structure, C25H21N7PbS.

Structure (XYZ):
```
55
Properties=species:S:1:pos:R:3:forces:R:3
Pb -1.221 -0.830 1.736 -0.036 0.021 -0.073
S -2.344 -2.488 -1.190 -0.046 -0.002 -0.005
N 0.376 -0.866 4.060 -0.044 0.019 0.000
N 1.240 8.538 -3.612 -0.004 -0.005 0.010
N -1.513 1.050 0.250 -0.030 -0.048 0.079
N -0.949 -2.049 -0.286 0.067 0.076 0.130
N -1.384 2.927 -0.875 -0.010 0.007 0.013
N 1.063 -0.737 0.947 0.005 -0.022 -0.054
N 0.416 -2.679 -2.048 -0.018 -0.035 -0.010
C 0.782 7.593 -3.148 -0.021 -0.016 0.004
C 1.368 -1.466 -0.143 -0.022 0.023 0.018
C 0.671 -1.020 5.160 -0.004 -0.024 0.065
C 0.210 -2.092 -0.854 0.085 -0.053 -0.086
C -2.459 -4.980 -2.383 0.001 -0.015 -0.010
C 0.893 5.190 -2.711 0.001 -0.012 0.001
C -0.595 -5.882 -3.609 0.007 0.008 -0.002
C -2.700 2.526 -0.926 0.022 -0.040 -0.078
C -0.834 4.116 -1.461 -0.006 -0.029 0.013
C -0.372 -3.790 -2.480 -0.001 -0.007 -0.013
C -2.769 1.362 -0.233 0.007 0.013 0.060
C 0.220 6.401 -2.569 0.046 0.017 -0.026
C 2.676 -1.620 -0.560 0.037 0.023 -0.003
C -1.909 -5.978 -3.178 -0.008 0.003 0.008
C 2.039 -0.127 1.621 -0.006 0.008 -0.039
C 0.189 -4.795 -3.244 0.006 -0.016 -0.002
C -0.230 -1.428 7.436 0.023 0.006 -0.026
C 3.369 -0.208 1.240 -0.004 0.010 0.005
C 0.359 4.038 -2.161 -0.024 0.010 -0.019
C -0.708 2.017 -0.158 0.016 -0.011 0.047
C -1.690 -3.874 -2.063 -0.013 0.029 0.009
C 1.017 -1.223 6.566 -0.059 -0.002 -0.013
C 3.691 -0.976 0.138 0.000 -0.010 -0.022
C -0.985 6.462 -1.875 -0.032 0.001 0.021
C -1.514 5.314 -1.311 0.024 0.026 0.009
H 2.932 -2.242 -1.404 0.000 -0.007 0.001
H -0.168 -6.661 -4.224 -0.006 -0.001 0.002
H -2.511 -6.831 -3.458 0.000 0.001 0.000
H 1.587 -0.352 6.894 0.009 0.008 -0.016
H -3.444 3.079 -1.471 0.006 0.010 0.003
H 1.741 0.430 2.498 0.024 0.000 -0.002
H 0.081 -1.576 8.467 -0.006 0.000 0.002
H -0.882 -0.557 7.395 -0.002 -0.002 0.007
H 4.127 0.309 1.810 -0.005 0.007 0.001
H -3.629 0.735 -0.060 -0.002 0.010 0.005
H 1.224 -4.736 -3.559 -0.003 0.003 0.003
H 1.821 5.154 -3.264 -0.003 0.003 -0.001
H 1.682 -2.086 6.619 0.009 -0.001 -0.017
H 4.720 -1.083 -0.179 -0.001 -0.007 0.003
H -2.435 5.357 -0.745 -0.002 0.001 -0.007
H -0.790 -2.304 7.116 -0.001 -0.001 0.007
H 0.852 3.085 -2.304 0.004 0.001 0.005
H 1.327 -2.607 -2.470 0.011 0.006 0.016
H 0.343 2.106 0.065 -0.002 0.016 -0.017
H -3.482 -5.048 -2.038 0.003 -0.002 -0.003
H -1.499 7.407 -1.769 0.008 0.003 -0.004
```
Forces are in eV/Å.

Computed properties:
- Frontier orbital gap: 0.2570 Eh
- Net charge: +2
- Spin multiplicity: 1